A 3-piece molecular cluster, C4H11NO2 overall at a distorted geometry, computed with ωB97M-V/def2-TZVPD.

Element x y z (Å)
C  0.79072  4.53436  1.27903
C  0.51170  3.84196  0.18690
C  -0.82153  3.41034  -0.28513
C  -1.07613  2.09082  -0.28208
N  -2.23727  1.52725  -0.75981
H  1.80458  4.66903  1.64320
H  0.03520  4.97629  1.90816
H  1.38305  3.55572  -0.40083
H  -1.63666  4.04014  -0.52786
H  -0.27817  1.38697  -0.09091
H  -2.41801  0.54209  -0.71720
H  -2.91620  2.03130  -1.30073
O  1.86070  -6.69542  -0.77664
H  2.04488  -6.19638  -1.57944
H  0.97801  -7.06472  -0.82701
O  0.52376  -4.83012  0.93756
H  1.23764  -5.33015  0.51508
H  -0.11027  -4.50238  0.30036

Gap between HOMO and LUMO in eV: 8.345
2S+1: 1
HOMO level in eV: -7.801
Total charge: 0